Run A
The following is a quantum chemistry calculation of a 2-piece molecular cluster, ClNO2S overall, from OMol25.

Summary:
- Net charge: 0
- LUMO energy (spin up / spin down): -2.6 / -2.6 eV

Cartesian coordinates (Å):
N: -0.55 -0.27 0.94
O: -0.02 -1.26 1.23
O: -1.20 0.56 1.38
S: -0.08 0.44 -1.49
Cl: 1.85 0.53 -2.07

---

Run B
The following is a quantum chemistry calculation of ClNO2S as an isolated structure, from OMol25.

Summary:
- Net charge: 0
- LUMO energy (spin up / spin down): -5.2 / -5.2 eV

Cartesian coordinates (Å):
N: -0.53 0.01 0.51
O: -1.30 -0.55 1.27
O: -0.73 0.95 -0.19
S: 0.86 -0.87 0.66
Cl: 1.71 0.46 -2.25

---

Which of them is the least stable? Correct choice: run B.

---

Run A
The following is a quantum chemistry calculation of a 2-piece molecular cluster, C4H9NO4 overall, from OMol25.

Summary:
- Net charge: 0
- LUMO energy: 0.5 eV

Cartesian coordinates (Å):
O: -1.08 -1.69 -0.65
C: 0.14 -1.76 -0.64
N: 0.78 -0.51 -0.55
C: -0.13 0.70 -0.47
C: -1.05 0.71 0.80
O: -0.81 -0.11 1.66
C: 0.37 2.19 -0.51
O: -0.25 2.75 -1.67
H: 0.87 -2.67 -0.68
H: 1.73 -0.35 -0.63
H: -0.92 0.40 -1.26
H: -1.95 1.32 0.75
H: 1.39 2.40 -0.54
H: 0.23 2.89 0.26
H: -0.54 2.12 -2.30
O: 1.56 -2.19 1.85
H: 0.57 -2.36 2.00
H: 1.81 -1.24 1.59

---

Run B
The following is a quantum chemistry calculation of a 3-piece molecular cluster, C4H9NO4 overall, from OMol25.

Summary:
- Net charge: 0
- LUMO energy (spin up / spin down): 0.4 / 0.4 eV

Cartesian coordinates (Å):
C: -0.02 -0.55 -0.16
C: -0.09 0.77 -0.60
C: 0.50 -0.91 1.19
N: 1.69 0.12 -1.44
C: -1.86 1.02 0.56
O: -0.65 -1.48 -0.90
O: 2.80 -0.02 -0.52
O: -2.97 1.05 -0.22
O: -1.90 1.34 1.73
H: -0.51 -2.35 -0.51
H: 3.23 0.84 -0.57
H: -3.71 1.40 0.32
H: 1.66 -0.80 -1.88
H: 0.43 1.53 -0.04
H: -0.55 1.00 -1.55
H: 1.58 -0.76 1.19
H: 0.28 -1.95 1.45
H: 0.08 -0.25 1.95

---

Which of them is the least stable? Correct choice: run B.

---

Run A
The following is a quantum chemistry calculation of an isolated molecule of C4H8ClNO, from OMol25.

Summary:
- Net charge: 0
- LUMO energy: 0.7 eV

Cartesian coordinates (Å):
N: 1.72 1.41 -0.10
C: 0.61 0.46 -0.04
C: -0.74 1.17 0.03
Cl: -2.00 -0.12 0.02
C: 0.78 -0.76 -1.02
O: 0.86 -1.73 0.05
C: 0.94 -0.63 1.03
H: 1.77 1.89 0.82
H: 1.66 2.12 -0.85
H: -0.91 1.79 0.96
H: -0.94 1.75 -0.86
H: 1.70 -0.73 -1.62
H: -0.03 -0.96 -1.75
H: 1.96 -0.39 1.39
H: 0.37 -0.73 1.93

---

Run B
The following is a quantum chemistry calculation of an isolated molecule of C4H8ClNO, from OMol25.

Summary:
- Net charge: 0
- LUMO energy: 0.6 eV

Cartesian coordinates (Å):
N: 1.81 0.35 -1.11
C: 0.99 1.09 -0.16
C: -0.52 0.98 -0.43
C: -1.33 0.12 0.11
Cl: -3.09 0.31 -0.10
C: -0.98 -1.09 0.97
O: 0.35 -1.47 0.62
H: 1.89 0.80 -2.03
H: 1.52 -0.65 -1.13
H: 1.24 2.18 -0.21
H: 1.20 0.79 0.88
H: -0.81 1.57 -1.28
H: -1.78 -1.85 0.80
H: -1.03 -0.78 2.07
H: 0.54 -2.35 1.01

---

Which of them is the least stable? Correct choice: run A.

---

Run A
The following is a quantum chemistry calculation of a 6-piece molecular cluster, C2H16O6 overall, from OMol25.

Summary:
- Net charge: 0
- LUMO energy: 0.4 eV

Cartesian coordinates (Å):
C: -1.01 -2.19 -1.50
C: 0.45 -2.28 -1.05
O: 0.95 -3.53 -0.50
H: -1.61 -1.85 -0.66
H: -1.07 -1.45 -2.29
H: -1.43 -3.06 -2.09
H: 0.79 -1.51 -0.37
H: 1.17 -2.27 -1.87
H: 0.55 -3.74 0.35
O: 2.59 1.62 0.90
H: 1.97 1.53 0.16
H: 2.47 2.52 1.21
O: -2.11 2.48 -1.51
H: -2.86 2.13 -1.02
H: -1.82 3.28 -1.06
O: 0.22 1.69 -0.43
H: 0.63 0.82 -0.37
H: -0.45 1.70 -1.14
O: 0.95 -0.54 2.31
H: 1.06 0.39 2.52
H: 1.64 -1.06 2.73
O: -1.96 1.60 1.24
H: -1.12 1.57 0.75
H: -1.90 1.21 2.11

---

Run B
The following is a quantum chemistry calculation of a 7-piece molecular cluster, C2H16O6 overall, from OMol25.

Summary:
- Net charge: 0
- LUMO energy: 0.5 eV

Cartesian coordinates (Å):
C: 4.96 2.95 2.68
C: 4.27 1.88 2.30
H: 4.41 3.82 3.01
H: 6.01 3.10 2.48
H: 3.21 1.83 2.46
H: 4.73 0.95 2.01
O: -2.66 -2.99 -2.64
H: -2.14 -2.22 -2.91
H: -2.21 -3.68 -3.15
O: 1.93 -1.67 -2.27
H: 2.59 -1.15 -2.74
H: 1.45 -0.97 -1.79
O: -2.73 0.15 -0.01
H: -2.10 -0.48 0.36
H: -3.51 -0.35 -0.24
O: 1.27 0.65 -0.80
H: 0.72 0.67 0.00
H: 2.18 0.77 -0.50
O: -5.08 -1.98 0.52
H: -6.03 -1.86 0.61
H: -5.05 -2.41 -0.35
O: -0.05 1.96 1.25
H: -0.21 2.87 0.99
H: -0.97 1.68 1.39

---

Which of them is the least stable? Correct choice: run B.

---

Run A
The following is a quantum chemistry calculation of a 2-piece molecular cluster, C3H8S overall, from OMol25.

Summary:
- Net charge: 0
- LUMO energy: -2.9 eV

Cartesian coordinates (Å):
C: 0.81 0.36 -1.07
C: -0.58 0.44 -0.40
S: 1.46 -0.03 2.45
C: -0.77 -0.74 0.58
H: 1.32 -0.54 -0.71
H: 1.45 1.19 -0.76
H: 0.80 0.27 -2.16
H: -1.47 0.63 -0.99
H: -0.49 1.32 0.25
H: -1.73 -0.54 1.06
H: -0.71 -1.78 0.29
H: -0.09 -0.57 1.45

---

Run B
The following is a quantum chemistry calculation of a 2-piece molecular cluster, C3H8S overall, from OMol25.

Summary:
- Net charge: 0
- LUMO energy: 1.0 eV

Cartesian coordinates (Å):
C: -3.65 -2.78 1.03
C: -4.39 -3.57 1.84
H: -3.95 -2.26 0.12
H: -2.63 -2.53 1.46
H: -5.45 -3.78 1.64
H: -4.05 -3.87 2.79
C: 4.24 3.07 -1.07
S: 2.73 2.93 -2.09
H: 4.11 2.83 0.08
H: 4.98 2.39 -1.25
H: 4.79 4.03 -1.33
H: 3.29 3.53 -3.21

---

Which of them is the least stable? Correct choice: run A.

---

Run A
The following is a quantum chemistry calculation of an isolated ion of composition C4H7O2 and charge -1, from OMol25.

Summary:
- Net charge: -1
- LUMO energy: 4.3 eV

Cartesian coordinates (Å):
C: 0.09 -1.44 -0.35
C: 0.81 -0.11 -0.49
C: -0.04 1.10 -0.16
C: -0.88 0.94 1.15
O: -2.07 1.33 1.10
O: -0.28 0.38 2.08
H: -0.73 -1.48 -1.08
H: -0.40 -1.54 0.62
H: 0.76 -2.28 -0.56
H: 1.25 -0.08 -1.49
H: 1.72 -0.12 0.14
H: -0.76 1.29 -0.97
H: 0.55 2.00 0.01

---

Run B
The following is a quantum chemistry calculation of an isolated ion of composition C4H7O2 and charge -1, from OMol25.

Summary:
- Net charge: -1
- LUMO energy: 4.2 eV

Cartesian coordinates (Å):
O: -2.60 -1.05 -0.13
C: -1.70 -0.19 0.22
C: -0.92 0.62 -0.56
C: 0.40 0.89 0.17
C: 1.46 -0.17 0.01
O: 0.87 -1.44 -0.02
H: -1.41 -0.27 1.26
H: -0.96 0.69 -1.68
H: 0.09 0.96 1.28
H: 0.67 1.97 -0.30
H: 1.95 -0.33 0.99
H: 2.19 -0.11 -0.85
H: -0.04 -1.57 -0.39

---

Which of them is the least stable? Correct choice: run B.